DFT (ωB97M-V with the def2-TZVPD basis set) results for an isolated molecule of C3H8N2 in a non-equilibrium geometry.

Output
E_LUMO, Eh: 0.033
HOMO-LUMO gap, eV: 9.8

Each line ends with the Löwdin charge.
CARTESIAN COORDINATES (ANGSTROEM)
H  0.60578  2.17707  0.14298  0.01
N  1.29704  1.48611  -0.07621  0.08
C  0.96286  0.23492  0.28407  -0.54
N  1.71585  -0.84120  -0.15053  0.09
C  -0.37961  -0.15402  0.72311  -0.25
C  -1.42815  0.04593  -0.42902  -0.14
H  1.17031  -1.80665  -0.03369  0.14
H  2.35770  -0.72389  -0.89130  0.07
H  -0.33008  -1.34035  0.92747  0.12
H  -0.74151  0.42950  1.74572  0.16
H  -1.30110  -0.53508  -1.54178  0.14
H  -1.52196  1.14325  -0.76670  0.07
H  -2.40713  -0.11558  0.06587  0.05